<1>
# C3H10S3

A cluster of 2 separate species, C3H10S3 in total (wB97M-V/def2-TZVPD, OMol25).

Structure (XYZ):
```
16
Properties=species:S:1:pos:R:3
C -0.37 -2.10 1.99
S -2.02 -1.58 2.48
C -1.72 0.20 2.87
H -0.48 -3.00 1.48
H 0.20 -2.49 2.93
H 0.29 -1.40 1.25
H -0.88 0.79 2.55
H -2.56 0.84 2.82
H -1.57 0.22 3.93
C 2.16 1.54 -3.46
S 1.07 1.53 -2.03
S -0.43 0.10 -2.40
H 2.64 0.53 -3.75
H 3.11 2.13 -3.10
H 1.84 2.36 -4.18
H -1.29 0.33 -3.39
```

Output
E_HOMO (eV): -8.310
Orbital gap (eV): 8.677
LUMO (Ha): 0.0135

<2>
# C3H10S3

A cluster of 2 separate species, C3H10S3 in total (wB97M-V/def2-TZVPD, OMol25).

Structure (XYZ):
```
16
Properties=species:S:1:pos:R:3
C 4.51 2.37 2.11
C 2.99 2.15 2.17
S 2.07 2.94 3.48
H 4.82 2.36 3.14
H 4.80 3.29 1.62
H 4.97 1.47 1.71
H 2.56 2.51 1.23
H 2.73 1.10 2.05
H 2.48 2.19 4.51
C -4.58 -3.09 -3.98
S -3.81 -1.78 -2.99
S -4.93 -2.06 -1.25
H -3.80 -3.81 -4.24
H -4.93 -2.67 -4.92
H -5.39 -3.66 -3.55
H -4.49 -3.31 -1.08
```

Output
E_HOMO (eV): -8.779
Orbital gap (eV): 9.253
LUMO (Ha): 0.0174

It comes down to <2>, which is 31.4 kcal/mol more stable than the next structure.

<1>
# C18H30IrNO4P2S2Se2

A structure of composition C18H30IrNO4P2S2Se2 (wB97M-V/def2-TZVPD, OMol25).

Structure (XYZ):
```
60
Properties=species:S:1:pos:R:3
Ir 0.23 0.27 -0.06
O 1.31 3.23 -0.80
C 1.44 4.11 0.28
C 0.46 3.87 1.45
C 0.59 5.19 2.25
O -0.04 5.19 3.51
C 0.82 2.71 2.40
Se 1.79 1.13 1.73
C -0.99 3.72 1.00
Se -1.55 2.11 -0.03
H 1.77 3.59 -1.56
H 1.25 5.13 -0.09
H 2.46 4.07 0.67
H 0.22 6.02 1.62
H 1.65 5.38 2.45
H -0.99 5.05 3.39
H -0.08 2.29 2.85
H 1.44 3.09 3.22
H -1.28 4.58 0.39
H -1.64 3.68 1.87
C -1.70 0.41 -3.22
P -1.31 -0.74 -1.84
C -2.89 -1.64 -1.70
C -0.25 -1.98 -2.69
C 1.20 -1.52 -2.92
P 1.71 0.01 -2.00
C 3.48 -0.34 -1.69
C 1.95 1.22 -3.37
H -2.24 -0.11 -4.01
H -0.78 0.83 -3.61
H -2.30 1.23 -2.83
H -3.10 -2.20 -2.61
H -3.69 -0.91 -1.52
H -2.86 -2.30 -0.84
H -0.72 -2.26 -3.64
H -0.27 -2.86 -2.05
H 1.39 -1.35 -3.97
H 1.87 -2.30 -2.57
H 3.95 -0.70 -2.61
H 3.57 -1.09 -0.91
H 3.97 0.57 -1.34
H 2.47 0.75 -4.21
H 2.58 2.04 -3.01
H 1.01 1.63 -3.72
O -1.99 -0.91 3.39
S -2.01 -1.70 2.20
O -3.19 -1.67 1.38
N -0.67 -1.37 1.26
C 0.13 -2.40 1.17
S 1.56 -2.31 0.31
C -0.34 -3.62 1.86
C 0.26 -4.87 1.88
C -0.38 -5.89 2.57
C -1.59 -5.66 3.21
C -2.19 -4.41 3.19
C -1.55 -3.40 2.51
H 1.21 -5.01 1.38
H 0.06 -6.87 2.60
H -2.08 -6.47 3.73
H -3.13 -4.23 3.70
```

Output
E_HOMO (eV): -6.759
Orbital gap (eV): 6.056
LUMO (Ha): -0.0258

<2>
# C18H30IrNO4P2S2Se2

A structure of composition C18H30IrNO4P2S2Se2 (wB97M-V/def2-TZVPD, OMol25).

Structure (XYZ):
```
60
Properties=species:S:1:pos:R:3
Ir -1.12 -0.96 -0.23
O 1.41 -3.79 1.12
C 2.61 -3.39 0.47
C 2.66 -1.89 0.13
C 4.18 -1.61 -0.03
O 4.54 -0.25 -0.16
C 2.18 -1.01 1.28
Se 0.29 -0.67 1.71
C 2.00 -1.53 -1.23
Se 0.31 -2.43 -1.59
H 1.40 -4.75 1.09
H 2.76 -3.96 -0.45
H 3.45 -3.60 1.14
H 4.54 -2.19 -0.89
H 4.71 -1.96 0.85
H 4.02 0.19 -0.84
H 2.57 0.00 1.12
H 2.58 -1.39 2.22
H 2.68 -1.80 -2.04
H 1.81 -0.46 -1.28
C -2.55 -4.07 -0.31
P -2.23 -2.60 0.72
C -1.72 -3.30 2.31
C -3.91 -1.95 1.11
C -3.75 -0.56 1.73
P -2.69 0.45 0.62
C -2.20 1.88 1.61
C -3.88 1.14 -0.57
H -3.36 -4.66 0.11
H -1.64 -4.67 -0.37
H -2.80 -3.75 -1.32
H -2.41 -4.10 2.59
H -1.71 -2.53 3.08
H -0.70 -3.69 2.23
H -4.46 -2.63 1.76
H -4.46 -1.90 0.16
H -3.20 -0.64 2.67
H -4.71 -0.09 1.95
H -3.06 2.34 2.08
H -1.70 2.61 0.96
H -1.48 1.56 2.36
H -4.63 1.72 -0.03
H -4.38 0.34 -1.12
H -3.36 1.78 -1.28
O 4.05 2.55 -0.85
S 2.84 2.96 -0.20
O 2.90 3.45 1.14
N 1.73 1.74 -0.32
C 0.76 2.05 -1.10
S -0.51 1.02 -1.62
C 0.81 3.45 -1.67
C -0.08 4.10 -2.50
C 0.19 5.41 -2.86
C 1.34 6.05 -2.40
C 2.24 5.40 -1.57
C 1.95 4.10 -1.23
H -0.97 3.59 -2.85
H -0.49 5.94 -3.51
H 1.53 7.08 -2.70
H 3.14 5.89 -1.21
```

Output
E_HOMO (eV): -7.186
Orbital gap (eV): 6.006
LUMO (Ha): -0.0434

It comes down to <2>, which is 39.0 kcal/mol more stable than the next structure.

<1>
# C6H8LiO6Tm

A structure of composition C6H8LiO6Tm (wB97M-V/def2-TZVPD, OMol25).

Structure (XYZ):
```
22
Properties=species:S:1:pos:R:3
O 0.41 -1.40 -1.25
O 2.02 -1.51 0.33
C 2.98 -0.60 0.88
C 3.07 0.48 -0.19
O 1.82 0.33 -0.90
C 1.24 -0.86 -0.53
H 2.59 -0.21 1.83
H 3.92 -1.14 1.04
H 3.88 0.31 -0.91
H 3.13 1.49 0.22
O -0.48 1.48 0.46
O -2.98 -1.29 -1.14
C -3.12 0.02 -0.76
C -2.80 0.23 0.72
O -1.51 -0.37 1.05
C -0.36 0.30 0.87
H -2.47 0.70 -1.35
H -4.15 0.41 -0.89
H -3.51 -0.31 1.36
H -2.79 1.30 0.99
Li -1.37 -1.90 -0.59
Tm 0.48 2.51 -1.24
```

Output
E_HOMO (spin up / spin down) (eV): -8.963 / -10.495
Orbital gap (spin up / spin down) (eV): 6.153 / 3.839
<S²>: 3.759
Multiplicity: 4
LUMO (spin up / spin down) (Ha): -0.1032 / -0.2446
Net charge: +1

<2>
# C6H8LiO6Tm

A structure of composition C6H8LiO6Tm (wB97M-V/def2-TZVPD, OMol25).

Structure (XYZ):
```
22
Properties=species:S:1:pos:R:3
Tm -0.30 1.18 0.99
O -0.62 -0.97 1.26
O 3.13 -1.47 0.13
C 3.94 -0.26 0.10
C 2.91 0.83 -0.06
O 1.66 0.09 0.04
C 1.86 -1.23 0.20
H 4.47 -0.20 1.05
H 4.63 -0.35 -0.75
H 2.86 1.34 -1.03
H 3.00 1.61 0.70
Li 0.15 -2.49 -0.04
O -1.79 -2.22 -0.16
O -2.79 -0.55 0.99
C -3.57 -0.01 -0.08
C -2.84 1.22 -0.63
O -1.48 0.96 -0.69
C -1.70 -1.25 0.61
H -3.66 -0.78 -0.86
H -4.57 0.23 0.31
H -3.08 2.08 0.02
H -3.26 1.45 -1.62
```

Output
E_HOMO (spin up / spin down) (eV): -9.336 / -13.476
Orbital gap (spin up / spin down) (eV): 5.796 / 9.606
<S²>: 3.752
Multiplicity: 4
LUMO (spin up / spin down) (Ha): -0.1301 / -0.1422
Net charge: +1

It comes down to <2>, which is 78.6 kcal/mol more stable than the next structure.

<1>
# C4H16O3

A cluster of 4 separate species, C4H16O3 in total (wB97M-V/def2-TZVPD, OMol25).

Structure (XYZ):
```
23
Properties=species:S:1:pos:R:3
C 2.72 -0.24 -2.10
C 1.22 -0.25 -2.20
C 0.59 -1.17 -1.10
C -0.94 -1.05 -1.05
H 3.12 0.02 -3.05
H 2.98 -1.31 -1.74
H 3.03 0.46 -1.23
H 1.05 -0.72 -3.18
H 0.74 0.71 -2.11
H 0.82 -2.23 -1.32
H 0.95 -1.00 -0.17
H -1.49 -1.94 -1.41
H -1.26 -0.21 -1.60
H -1.24 -0.93 0.05
O -4.37 -2.67 1.21
H -4.87 -2.45 2.06
H -3.51 -2.49 1.44
O 3.19 0.81 4.47
H 3.62 1.51 3.86
H 3.05 -0.04 3.97
O -1.85 4.26 -0.31
H -1.53 3.97 0.63
H -2.64 3.74 -0.47
```

Output
E_HOMO (eV): -11.269
Orbital gap (eV): 11.661
LUMO (Ha): 0.0144

<2>
# C4H16O3

A cluster of 4 separate species, C4H16O3 in total (wB97M-V/def2-TZVPD, OMol25).

Structure (XYZ):
```
23
Properties=species:S:1:pos:R:3
C -1.05 4.15 0.41
C -0.39 3.04 -0.44
C -0.69 1.63 0.03
C -0.38 0.53 -0.98
H -1.89 4.59 -0.13
H -0.34 4.87 0.70
H -1.56 3.74 1.29
H 0.70 3.21 -0.45
H -0.67 3.23 -1.48
H -0.22 1.36 0.98
H -1.75 1.58 0.26
H -0.81 -0.41 -0.64
H 0.67 0.26 -0.96
H -0.69 0.77 -1.98
O 4.41 -1.34 -1.93
H 4.25 -1.33 -0.98
H 3.72 -1.96 -2.21
O 1.37 -4.40 4.21
H 1.08 -5.29 4.46
H 0.98 -3.82 4.87
O -2.29 -4.80 -2.07
H -2.97 -4.92 -1.40
H -1.48 -4.68 -1.56
```

Output
E_HOMO (eV): -11.009
Orbital gap (eV): 11.455
LUMO (Ha): 0.0164

It comes down to <2>, which is 18.2 kcal/mol more stable than the next structure.